Record 1
A molecular structure, C20H35N2O2P2Pt in a non-equilibrium geometry. Source: OMol25; level of theory: wB97M-V/def2-TZVPD.

* charge: 0
* expectation value of S²: 8.828
* LUMO (spin up / spin down): -0.2 / -2.6 eV
* spin multiplicity: 6
* total energy: -1844.79124 Ha
* max |F|: 3.3 eV/A
* highest occupied orbital energy (spin up / spin down): -3.03 / -7.12 eV

Geometry (Å):
Pt1 -0.1872 0.5145 -1.9805
P1 2.0135 0.1030 -2.1086
P2 -1.7801 0.9635 -0.4625
O1 1.2011 0.1739 2.8600
O2 -0.4216 -1.6136 2.8345
N1 -0.9987 -0.2421 -3.5044
N2 -0.7943 -1.4667 4.1521
C1 0.0773 -1.5495 6.3355
C2 2.2958 -0.3326 3.2584
C3 -1.5466 0.1326 5.7078
C4 -3.1200 1.8225 -1.3172
C5 3.0558 0.3987 4.3066
C6 -1.2809 1.9020 0.9967
C7 -2.4408 -0.6017 0.1678
C8 -2.5083 0.7522 -7.1856
C9 2.5331 0.4137 -3.8104
C10 -0.6315 -0.3792 6.6299
C11 2.2978 -1.6586 -1.7735
C12 -1.6565 -0.4600 4.4657
C13 3.0713 1.0262 -0.9724
C14 -1.9939 -0.9395 -5.5386
C15 -1.4854 0.0823 -4.6761
C16 2.7976 -1.6247 2.7294
C17 -2.0226 1.7652 -6.3451
C18 -1.5123 1.4438 -5.0968
C19 -0.0866 -2.1409 5.0992
C20 -2.4949 -0.5992 -6.7756
H1 -0.3967 1.4506 1.4653
H2 3.4566 -2.1151 3.4553
H3 -1.0373 2.9226 0.6818
H4 2.8363 0.7539 0.0648
H5 -2.1005 1.9305 1.7272
H6 -2.8790 -1.3744 -7.4385
H7 0.3947 -0.8891 2.7850
H8 -3.4400 -0.4358 0.5840
H9 4.1289 0.1792 4.2503
H10 -1.1147 2.1941 -4.4028
H11 -2.3308 -0.1298 3.6782
H12 0.7721 -1.9978 7.0446
H13 2.8872 1.4838 4.2036
H14 4.1225 0.7981 -1.1855
H15 3.3290 -1.9237 -2.0324
H16 2.6805 0.0840 5.2959
H17 2.1223 -1.8768 -0.7125
H18 -2.7667 2.8168 -1.6111
H19 -2.1712 0.9948 5.9261
H20 -1.7877 -1.0069 0.9499
H21 2.0178 -0.2937 -4.4704
H22 2.2561 1.4362 -4.0888
H23 3.6190 0.2832 -3.8889
H24 3.3899 -1.4723 1.8121
H25 -1.9448 -1.9612 -5.1476
H26 2.8970 2.0984 -1.1112
H27 -2.0330 2.8112 -6.6513
H28 -2.4998 -1.3262 -0.6496
H29 -0.4788 0.1169 7.5901
H30 0.4009 -3.0664 4.7904
H31 1.9592 -2.2959 2.5015
H32 -3.3874 1.2528 -2.2137
H33 -2.9014 1.0147 -8.1692
H34 1.6061 -2.2568 -2.3767
H35 -3.9875 1.9143 -0.6524

---

Record 2
3 unconnected molecules or ions with the total composition C20H35N2O7 in a non-equilibrium geometry. Source: OMol25; level of theory: wB97M-V/def2-TZVPD.

* charge: 0
* expectation value of S²: 0.754
* LUMO (spin up / spin down): 0.5 / 0.4 eV
* spin multiplicity: 2
* total energy: -1419.12082 Ha
* max |F|: 3.0 eV/A
* highest occupied orbital energy (spin up / spin down): -7.07 / -7.06 eV

Geometry (Å):
O1 -1.6909 2.9941 -1.0033
O2 -6.8716 1.3371 -0.3298
O3 -2.6241 2.6454 1.0015
O4 5.6479 -2.9954 -0.5505
O5 -5.5126 3.0419 -0.8903
O6 -5.2466 1.9695 1.0743
O7 -1.4945 0.9777 -0.0097
N1 4.8303 -2.6708 0.4067
N2 2.0403 -0.9748 -2.4508
C1 6.0004 -0.5314 -0.1846
C2 3.4792 -0.6155 -0.3680
C3 3.8449 -4.8980 0.2637
C4 -2.5291 4.1280 -0.7377
C5 -5.8441 2.1963 -0.1225
C6 -0.1043 -1.3077 -1.1380
C7 -1.8996 2.0999 -0.0064
C8 0.8977 1.0772 -1.6850
C9 -6.0975 1.0746 1.7954
C10 4.7035 -1.1837 0.4452
C11 4.7075 -0.6977 1.9610
C12 2.5542 -3.1324 1.4767
C13 3.5275 -3.3486 0.2515
C14 1.0249 -0.4845 -1.8197
C15 -6.7953 0.3340 0.6893
C16 2.8627 -3.0284 -1.1232
C17 -8.1713 -0.1715 1.0583
C18 3.1083 -1.5195 -1.5931
C19 -1.8895 5.4057 -1.2329
C20 -2.6748 4.0546 0.7563
H1 -6.1808 -0.4882 0.3096
H2 3.2954 -3.6648 -1.9301
H3 -8.8344 0.6567 1.3158
H4 4.0226 -1.5642 -2.2308
H5 5.9377 0.5482 0.1055
H6 -0.1038 1.3597 -2.0837
H7 0.8919 1.3959 -0.6233
H8 -0.0359 -2.3881 -1.3712
H9 -0.1805 -1.1177 -0.0488
H10 -3.4826 3.9662 -1.2375
H11 2.6450 -0.4554 0.3511
H12 -8.6263 -0.6860 0.2106
H13 -1.0635 -0.9558 -1.5879
H14 1.6761 1.5840 -2.2828
H15 -8.1228 -0.8628 1.9006
H16 4.5582 -1.5870 2.6014
H17 1.7900 -3.2956 -1.0623
H18 -1.8490 4.5295 1.2953
H19 4.5223 -5.1993 -0.5546
H20 2.9111 -5.4976 0.1577
H21 4.2471 -5.1577 1.2729
H22 -3.6171 4.4737 1.1069
H23 -0.8768 5.5152 -0.8376
H24 -6.7764 1.6653 2.4176
H25 -5.5107 0.4169 2.4350
H26 -2.4791 6.2767 -0.9444
H27 -1.8015 5.3888 -2.3203
H28 1.8193 -3.9680 1.4198
H29 5.9800 -0.5551 -1.2899
H30 6.9284 -0.9389 0.2584
H31 3.9642 0.1073 2.1270
H32 3.0835 -3.1441 2.4448
H33 5.7285 -0.3155 2.1888
H34 3.7894 0.3897 -0.7403
H35 1.9672 -2.2085 1.2920

---

Record 3
A molecular structure, C20H36AsInN5O6Si2. Source: OMol25; level of theory: wB97M-V/def2-TZVPD.

* charge: -1
* LUMO: 1.8 eV
* total energy: -4514.08330 Ha
* max |F|: 0.6 eV/A
* highest occupied orbital energy: -5.33 eV

Geometry (Å):
In1 0.5266 -1.0144 0.0797
As1 2.7946 -2.2379 0.0484
Si1 2.5792 -3.1532 2.1980
Si2 2.2299 -4.0975 -1.2846
O1 -0.3873 -3.0151 -0.4366
O2 -1.5541 4.4317 0.5640
O3 1.7891 1.0035 0.2267
O4 -1.6428 2.2335 0.9415
O5 0.7734 0.5505 -1.6727
O6 -1.7131 -4.1369 -1.8381
N1 -1.8861 1.5136 5.5840
N2 -1.6229 -0.2939 -0.5056
N3 -3.3358 4.4512 -1.3180
N4 -0.0737 -2.5153 6.1581
N5 -0.5386 -0.8119 2.0809
C1 -0.7581 -0.5822 4.6054
C2 1.5318 -3.5209 -2.9261
C3 3.9585 -4.8034 -1.6193
C4 -3.0077 3.1065 -0.8225
C5 -5.1118 3.7393 0.0870
C6 -0.5941 -0.6975 3.2365
C7 1.2612 -5.5204 -0.5530
C8 2.6953 1.9769 -1.7618
C9 -0.3780 -1.6487 5.4595
C10 -1.9972 3.1986 0.3234
C11 0.9479 -3.9775 2.6158
C12 -1.5306 -3.3072 -0.9557
C13 -4.7472 4.7526 -0.9954
C14 -2.6831 -1.1224 -1.0971
C15 3.9408 -4.4402 2.3857
C16 -4.3245 2.4990 -0.3313
C17 -2.7168 -2.4986 -0.4415
C18 2.9530 -1.7486 3.3824
C19 -1.3759 0.5783 5.1415
C20 1.6879 1.1415 -1.0131
H1 -6.1849 3.5642 0.1413
H2 -4.7746 4.0865 1.0658
H3 -2.6561 -2.3823 0.6437
H4 2.7885 -2.0478 4.4194
H5 1.6863 -2.4472 -3.0514
H6 2.2486 2.9395 -2.0164
H7 -1.3835 0.5043 -1.0852
H8 -4.1632 1.7876 0.4760
H9 -2.4835 -1.2317 -2.1644
H10 3.7281 -5.3285 1.7869
H11 -3.6529 -0.6253 -0.9896
H12 2.9635 1.4716 -2.6875
H13 4.9020 -4.0362 2.0617
H14 3.9100 -5.6678 -2.2893
H15 -4.8515 5.7835 -0.6578
H16 0.1079 -3.4884 2.1221
H17 4.0297 -4.7482 3.4313
H18 -3.1431 4.5462 -2.3039
H19 4.6064 -4.0514 -2.0748
H20 -2.0430 4.9974 -0.0765
H21 4.4305 -5.1246 -0.6865
H22 3.9940 -1.4395 3.2644
H23 1.1977 -6.3142 -1.3026
H24 -1.9149 0.0793 0.3949
H25 -4.8296 1.9863 -1.1526
H26 -2.5386 2.4997 -1.5989
H27 2.3330 -0.8744 3.1761
H28 0.4579 -3.7149 -2.9607
H29 0.9566 -5.0179 2.2864
H30 2.0230 -4.0381 -3.7542
H31 0.2492 -5.2175 -0.2816
H32 1.7666 -5.9221 0.3271
H33 3.5740 2.1424 -1.1451
H34 0.7852 -3.9528 3.6965
H35 -3.6364 -3.0176 -0.7050
H36 -5.3880 4.6168 -1.8719

---

Record 4
A gas-phase ion, C20H36ClIO5PS (charge -1) in a non-equilibrium geometry. Source: OMol25; level of theory: wB97M-V/def2-TZVPD.

* charge: -1
* LUMO: 1.1 eV
* total energy: -2656.53834 Ha
* max |F|: 8.7 eV/A
* highest occupied orbital energy: -4.62 eV

Geometry (Å):
I1 -3.9824 -0.9169 1.9069
Cl1 -6.9934 4.5923 0.9932
S1 -5.6803 2.9447 1.0259
P1 0.0953 0.4956 -0.5307
O1 4.6858 1.1973 1.8049
O2 -0.7314 1.1614 -3.2258
O3 -0.2247 1.1557 -4.4548
O4 -6.5182 1.6096 0.9468
O5 -5.0028 2.9144 2.4357
C1 1.7075 -4.1860 -3.1672
C2 2.9592 1.1743 -0.0983
C3 0.3804 0.7151 -2.3835
C4 -2.2789 0.0629 2.9671
C5 2.1840 -4.7085 -0.4700
C6 -2.9508 3.5437 0.1079
C7 4.4459 0.6473 0.4564
C8 -0.0546 0.4586 1.3582
C9 1.1851 -3.4323 -0.0494
C10 0.9721 -3.2068 1.5458
C11 0.4303 -2.4683 -1.1463
C12 -0.9174 -0.5480 2.1936
C13 0.7495 -2.9502 -2.7222
C14 -4.4074 2.9896 -0.3938
C15 2.4631 -5.1069 -2.0407
C16 -1.6644 2.9319 -0.7705
C17 1.9470 -0.1224 -0.4301
C18 4.4117 0.2128 2.8635
C19 -0.5979 -1.2380 -0.8787
C20 -1.6810 1.3053 -0.5764
H1 -1.0876 -1.0847 -1.9710
H2 -0.7265 3.4853 -0.3473
H3 2.5371 1.8498 0.7779
H4 4.5506 -0.9113 2.5328
H5 2.1329 -0.8726 0.4409
H6 -2.4020 0.7287 -1.3339
H7 -1.9222 3.1782 -1.8909
H8 -1.5961 -1.5232 -0.2920
H9 2.7022 -5.3817 0.3649
H10 1.3214 -2.1769 1.9776
H11 0.8424 -0.2157 -2.9621
H12 -4.7844 3.7385 -1.2425
H13 -0.8292 0.5163 -4.9513
H14 3.3334 0.3286 3.3579
H15 -0.2616 -0.8591 3.1530
H16 -2.3860 1.2240 2.8216
H17 4.5080 -0.5218 0.3879
H18 0.2202 -2.3355 -3.5985
H19 -0.1587 -3.4556 1.8390
H20 1.6078 -4.0258 2.1390
H21 3.0785 1.8826 -1.0343
H22 -2.7124 3.3162 1.2503
H23 5.1775 0.3719 3.7637
H24 -1.2622 -1.5802 1.7917
H25 -0.4206 1.5604 1.6635
H26 1.2186 1.5598 -2.5144
H27 1.8312 -4.4026 -4.3334
H28 2.3541 -0.5184 -1.4507
H29 0.6788 1.8353 -0.3614
H30 -2.9187 4.6994 -0.0628
H31 -2.3625 -0.2998 4.0773
H32 3.1238 -6.0064 -2.4180
H33 5.2622 1.1528 -0.2493
H34 1.0642 0.4534 1.7867
H35 -4.3956 1.9018 -0.8433
H36 -2.2501 1.1599 0.4640

---

Q: What is the max |F| in the first record?
A: 3.3 eV/A

---

Q: Which value of total energy does entry 2 give?
A: -1419.12082 Ha

---

Q: Number 2 is which compound?
A: C20H35N2O7